Here is C4H9NO in the gas phase from the Open Molecules 2025 dataset. Energies are from the ωB97M-V functional and the def2-TZVPD basis.

As for the total energy: -287.80956 Eh. Its SMILES is CC(=O)N(C)C. As for the energy above the lowest of the compared OMol25 structures with the same formula, charge and spin: 14.4 kcal/mol. The value obtained for the HOMO energy is -9.20 eV. The largest force on an atom is 0.0054 hartree/bohr.

Each line ends with the natural charge from an NBO analysis.
CARTESIAN COORDINATES (ANGSTROEM)
C 0.216 -1.236 0.774  -0.40
H 2.064 1.882 -0.773  0.24
C 0.204 0.901 -0.509  0.68
H 0.033 -0.984 1.829  0.19
H 2.262 0.318 0.061  0.21
H -2.061 -1.457 -0.620  0.19
H -2.433 0.026 0.314  0.19
N -0.380 -0.289 -0.152  -0.44
H 1.296 -1.295 0.628  0.21
H 1.571 1.704 0.919  0.23
H -1.999 0.150 -1.386  0.24
H -0.186 -2.239 0.595  0.21
O -0.410 1.733 -1.161  -0.63
C 1.620 1.194 -0.050  -0.71
C -1.797 -0.407 -0.471  -0.42

Here is C4H9NO in the gas phase at a distorted geometry from the Open Molecules 2025 dataset. Energies are from the ωB97M-V functional and the def2-TZVPD basis.

As for the total energy: -287.73259 Eh. Its SMILES is CC/N=C/OC. As for the energy above the lowest of the compared OMol25 structures with the same formula, charge and spin: 62.7 kcal/mol. The value obtained for the HOMO energy is -8.92 eV. The largest force on an atom is 0.0355 hartree/bohr.

Each line ends with the natural charge from an NBO analysis.
CARTESIAN COORDINATES (ANGSTROEM)
H -3.392 -0.491 -1.069  0.19
H -0.045 -1.836 0.617  0.15
H -3.035 0.354 0.482  0.19
H 1.140 -0.909 -0.557  0.16
H 2.793 0.034 1.188  0.21
C -0.607 -0.926 0.368  0.44
C -2.614 -0.106 -0.412  -0.27
H 2.105 1.656 1.041  0.22
C 2.365 0.748 0.480  -0.63
H 0.988 0.632 -1.198  0.19
N -0.142 0.259 0.460  -0.56
O -1.841 -1.232 -0.003  -0.48
C 1.141 0.168 -0.219  -0.23
H -1.990 0.635 -0.925  0.21
H 3.134 1.016 -0.255  0.21

Here is 2 unconnected molecules or ions with the total composition C4H9NO at a distorted geometry from the Open Molecules 2025 dataset. Energies are from the ωB97M-V functional and the def2-TZVPD basis.

As for the total energy: -287.69511 Eh. Its SMILES is C/C=C\C(N)=O.[H][H]. As for the energy above the lowest of the compared OMol25 structures with the same formula, charge and spin: 86.2 kcal/mol. The value obtained for the HOMO energy is -8.42 eV. The largest force on an atom is 0.0572 hartree/bohr.

Each line ends with the natural charge from an NBO analysis.
CARTESIAN COORDINATES (ANGSTROEM)
H 1.248 0.382 -2.482  0.24
N -0.906 -1.871 0.239  -0.83
H 2.547 1.571 -2.098  0.23
H -0.373 -2.708 0.047  0.37
H 2.806 0.530 0.290  0.22
H -1.854 -1.947 -0.088  0.39
C -0.235 -0.691 -0.084  0.63
C 1.778 0.918 -1.711  -0.66
H -5.359 2.111 3.616  0.00
H -4.644 2.110 3.411  0.00
C 1.207 -0.763 0.011  -0.45
H 1.125 1.463 -0.930  0.30
H 1.563 -1.612 0.583  0.22
O -0.940 0.264 -0.377  -0.63
C 2.036 0.244 -0.426  -0.02

Here is C4H9NO in the gas phase from the Open Molecules 2025 dataset. Energies are from the ωB97M-V functional and the def2-TZVPD basis.

As for the total energy: -287.77382 Eh. Its SMILES is C[C@H]1C[C@@]1(N)O. As for the energy above the lowest of the compared OMol25 structures with the same formula, charge and spin: 36.8 kcal/mol. The value obtained for the HOMO energy is -9.38 eV. The largest force on an atom is 0.0062 hartree/bohr.

Each line ends with the natural charge from an NBO analysis.
CARTESIAN COORDINATES (ANGSTROEM)
H 0.178 1.291 2.365  0.21
H -1.412 -1.707 -0.227  0.47
H -0.098 -0.862 -2.624  0.36
H -0.917 2.004 1.163  0.21
O -1.424 -0.778 -0.487  -0.72
H 1.194 1.289 -0.056  0.22
H 1.925 -1.094 -0.048  0.23
C 0.473 0.577 0.341  -0.24
H -1.175 0.344 1.702  0.22
C -0.089 -0.370 -0.671  0.36
H -0.062 0.742 -2.342  0.36
C 0.926 -0.872 0.314  -0.45
N 0.310 -0.149 -2.026  -0.83
H 0.574 -1.495 1.136  0.21
C -0.404 1.082 1.461  -0.61